No. 1
Entry from the OMol25 dataset: a structure of composition Ag2F3 in a non-equilibrium geometry (ωB97M-V/def2-TZVPD).

- E_HOMO (spin up / spin down): -17.703 / -17.061 eV
- Relative energy (zero: lowest compared OMol25 entry of this formula, charge and spin): 0.0 kcal per mole
- Frontier orbital gap (spin up / spin down): 11.5 / 7.3 eV
- LUMO level (spin up / spin down): -6.3 / -9.8 eV
- Expectation value of S²: 2.020

```
! RIJCOSX wB97M-V def2-TZVPD def2/J DEFGRID3
* xyz 1 3
Ag 11.382 23.161 -21.680
Ag 11.199 21.672 -24.409
F 11.123 21.044 -22.340
F 12.881 22.995 -23.261
F 10.063 23.234 -23.553
*
```

Here is what Mulliken gives for the atomic charges, in e: 1.093, 1.134, -0.480, -0.303, -0.445


No. 2
Entry from the OMol25 dataset: a structure of composition AgClSr2 in a non-equilibrium geometry (ωB97M-V/def2-TZVPD).

- E_HOMO: -26.441 eV
- Frontier orbital gap: 9.0 eV
- LUMO level: -17.5 eV

```
! RIJCOSX wB97M-V def2-TZVPD def2/J DEFGRID3
* xyz 4 1
Sr 1.437 -0.727 2.039
Sr 1.865 0.366 -1.873
Ag -2.974 -0.216 -0.295
Cl -0.327 0.577 0.129
*
```

Here is what Mulliken gives for the atomic charges, in e: 1.911, 1.913, 0.891, -0.715


No. 3
Entry from the OMol25 dataset: a structure of composition AgH14O11P in a non-equilibrium geometry (ωB97M-V/def2-TZVPD).

- E_HOMO: 1.876 eV
- Relative energy (zero: lowest compared OMol25 entry of this formula, charge and spin): 261.1 kcal per mole
- Frontier orbital gap: 3.4 eV
- LUMO level: 5.3 eV

```
! RIJCOSX wB97M-V def2-TZVPD def2/J DEFGRID3
* xyz -2 1
Ag -0.382 -0.373 -0.090
P 1.938 1.283 -1.079
O 0.749 0.423 -1.751
O 0.556 1.789 -0.920
O 2.336 0.808 -2.417
O 1.819 0.084 -0.255
O -1.904 1.380 -1.147
H -0.932 1.549 -1.267
H -2.198 1.201 -2.038
O -0.471 1.784 1.204
H 0.309 1.727 1.785
H -0.037 1.734 0.264
O 1.338 -2.256 0.082
H 2.040 -2.653 0.532
H 1.531 -1.265 -0.017
O -0.633 -1.447 -2.180
H -0.015 -0.626 -2.024
H -0.861 -1.466 -3.091
O -1.919 0.151 2.711
H -1.584 0.789 2.080
H -1.251 -0.540 2.662
O 1.775 0.690 2.176
H 2.126 1.563 2.157
H 1.894 0.470 1.229
O -2.207 -1.863 0.540
H -2.145 -2.369 -0.257
H -1.877 -2.566 1.107
*
```

These are the Mulliken partial charges, in e, on atoms 1 to 8: 0.775, -3.846, -0.354, 0.885, -0.111, 0.641, -0.671, 0.494


No. 4
Entry from the OMol25 dataset: a structure of composition AlBH8O2 in a non-equilibrium geometry (ωB97M-V/def2-TZVPD).

- E_HOMO: -20.414 eV
- Relative energy (zero: lowest compared OMol25 entry of this formula, charge and spin): 77.2 kcal per mole
- Frontier orbital gap: 4.3 eV
- LUMO level: -16.1 eV

```
! RIJCOSX wB97M-V def2-TZVPD def2/J DEFGRID3
* xyz 2 1
Al -14.085 1.678 -8.885
B -12.844 2.080 -5.982
H -12.552 0.977 -5.771
H -12.431 2.720 -5.082
H -12.453 2.435 -6.994
H -13.987 2.313 -5.912
O -16.295 2.495 -7.233
H -16.116 2.401 -6.286
H -17.187 2.874 -7.280
O -13.959 4.400 -8.186
H -13.382 5.063 -8.600
H -14.284 4.822 -7.377
*
```

These are the Mulliken partial charges, in e, on atoms 1 to 8: 1.255, -0.104, 0.218, 0.393, -0.045, 0.017, -0.562, 0.336


no.,calculated total energy (a.u.)
1,-593.02727
2,-666.91017
3,-1323.93171
4,-421.53387